# 1
63
Properties=species:S:1:pos:R:3:forces:R:3:nbo_charge:R:1 method="wB97M-V/def2-TZVPD" charge=-2 lumo_energy_ev=3.3401
C -4.26455 1.63179 -5.97726 0.3 0.1 -1.0 -0.2555
C -2.93888 1.32509 -5.27982 0.0 0.3 0.4 -0.3889
C -5.31120 0.68484 -5.34172 0.1 0.1 -0.1 -0.3912
C -4.49074 -0.49900 -4.77253 0.5 -0.5 0.1 -0.2360
H -6.01649 0.36658 -6.11970 0.1 0.1 0.3 0.2349
H -5.86643 1.21331 -4.55549 0.2 -0.1 -0.2 0.2248
C -2.99858 -0.18947 -5.04749 0.0 0.3 -0.3 -0.2361
H -2.90865 1.85936 -4.31904 0.1 -0.1 -0.2 0.2425
H -2.08028 1.63374 -5.89005 -0.2 0.0 0.4 0.2348
C -2.21117 -0.69643 -3.84396 0.3 -0.4 0.4 -0.0764
H -2.66028 -0.69704 -5.96524 -0.1 0.1 0.2 0.1995
H -4.77413 -1.41272 -5.32119 0.1 0.3 0.3 0.2089
C -4.51276 -0.83097 -3.23352 0.3 0.0 0.3 0.2771
C -4.66117 3.09488 -6.01336 1.1 1.2 1.4 0.8164
C -4.09514 1.45357 -7.49710 -0.9 -1.2 -1.0 0.8317
O -4.89778 0.92873 -8.24213 0.7 0.3 0.5 -0.6057
O -4.10471 3.97493 -5.38470 -0.8 -0.8 -0.6 -0.5764
O -5.64346 3.33555 -6.90356 -0.1 0.2 0.2 -0.5159
O -2.98149 2.06616 -7.95846 -0.1 0.2 0.2 -0.5258
C -2.96812 2.43988 -9.34116 -0.2 -0.1 0.2 -0.2519
H -2.14231 3.13967 -9.44201 0.1 -0.1 0.0 0.1940
H -3.90277 2.94663 -9.58869 0.0 -0.1 0.0 0.1857
H -2.84016 1.57520 -9.99651 0.0 0.1 0.1 0.1897
C -5.97544 4.71683 -7.06897 0.0 0.2 0.0 -0.2592
H -6.39477 5.14379 -6.14768 0.2 -0.2 -0.2 0.1955
H -6.71432 4.74296 -7.87188 0.1 0.0 0.1 0.1875
H -5.08522 5.29265 -7.35693 -0.2 -0.2 0.1 0.1932
O -3.12738 -1.04058 -2.79267 -1.1 0.2 -1.6 -0.5077
H -1.49666 0.04305 -3.43987 -0.2 -0.2 -0.2 0.2177
H -1.64343 -1.60342 -4.12025 -0.1 0.3 0.2 0.1764
C -5.28962 -2.12723 -3.00054 0.1 -0.1 0.1 -0.6271
C -5.06702 0.27768 -2.34248 0.0 0.0 0.1 -0.6467
H -6.13257 0.45010 -2.53043 0.0 0.0 0.0 0.1781
H -4.51626 1.21498 -2.48472 -0.1 -0.1 0.0 0.2188
H -4.95406 -0.02070 -1.29286 0.1 0.1 -0.2 0.2543
H -5.17928 -2.46402 -1.96448 0.1 0.1 -0.1 0.2326
H -4.92794 -2.92301 -3.66423 0.0 0.1 0.1 0.1998
H -6.35708 -1.97409 -3.20250 0.1 0.0 0.0 0.1864
Ga -1.23535 -0.61901 -0.02082 -1.8 0.3 0.5 0.5321
C 1.44789 -1.65413 0.33157 0.3 -1.8 -4.0 -0.0968
C 0.33815 -1.80829 -0.70859 2.9 -0.1 1.3 -0.7543
C 0.90072 -1.15129 -1.87933 1.5 0.2 -0.8 -0.3500
H -0.18375 -2.77511 -0.75733 0.2 0.5 -0.1 0.2256
C 2.18420 -0.65151 -1.58650 -1.5 -0.1 -1.0 -0.2602
C 2.49228 -0.88528 -0.23690 -0.5 -1.6 0.6 -0.4247
H 3.38106 -0.55193 0.28537 0.0 -0.1 -0.1 0.1970
H 1.57318 -2.35257 1.14952 -0.2 0.2 -0.2 0.2119
H 0.41653 -1.08726 -2.85131 0.1 0.0 0.2 0.1712
H 2.87555 -0.20003 -2.29949 -0.4 0.3 0.1 0.1712
C -1.26740 1.29741 1.34000 2.3 0.7 1.3 -0.5954
C 0.13987 1.27999 1.83097 -2.7 3.4 -1.1 -0.1016
C 0.94640 1.93263 0.85615 -0.5 0.5 0.8 -0.3971
H 0.36820 1.25055 2.88896 0.0 -0.3 -0.1 0.1847
C 0.12884 2.35675 -0.19280 -1.4 0.3 0.1 -0.2867
C -1.23452 2.04552 0.11211 0.6 0.4 -1.1 -0.4296
H -2.09670 2.43842 -0.43503 0.2 -0.4 0.0 0.1893
H -2.08750 1.24758 2.05370 0.0 -0.2 -0.4 0.2038
H 2.00409 2.11367 0.97986 -0.1 -0.2 -0.3 0.2024
H 0.45253 2.94402 -1.05684 -0.1 -0.3 0.1 0.1785
O 2.11716 -1.63957 2.97341 0.6 0.6 0.6 -0.5084
N 1.84061 -0.55636 2.44960 -3.2 0.1 -0.6 0.7112
O 2.47595 0.49127 2.53017 0.6 -1.3 0.5 -0.4635
O 0.67744 -0.53730 1.72362 3.0 -1.0 3.9 -0.4907


# 2
66
Properties=species:S:1:pos:R:3:forces:R:3:mulliken_charge:R:1 method="wB97M-V/def2-TZVPD" multiplicity=4 charge=+2 lumo_energy_ev="-6.4713 / -8.5891"
Mn 0.62712 -0.54427 0.35719 0.2 0.4 0.5 -0.7570
C 0.56015 0.50809 5.93263 0.0 0.0 0.0 -0.5481
C -0.03691 1.80006 5.37286 0.0 0.0 0.0 -0.8186
S 0.21360 2.17286 3.62119 0.0 0.0 0.0 -0.0413
C 2.00220 2.04210 3.41087 0.0 0.0 0.0 -0.8200
C 2.54811 0.61008 3.34898 0.0 0.1 0.0 -0.9762
S 1.26805 -0.55669 2.81934 0.0 0.0 -0.3 0.3604
C 1.87768 -2.10961 3.53170 -0.1 -0.1 -0.2 -0.8165
C 1.49535 -2.03307 5.00846 0.0 0.0 0.1 -0.6108
S -0.00215 -0.99307 5.07917 0.0 0.0 0.1 0.1181
H 0.25088 0.39894 6.97423 0.0 0.0 0.0 0.5018
H 1.64757 0.52795 5.91753 0.0 0.0 0.0 0.2403
H 0.36072 2.62162 5.97082 0.0 0.0 0.0 0.4475
H -1.12004 1.81420 5.50189 0.0 0.0 0.0 0.4583
H 2.51907 2.60160 4.19107 0.0 0.0 0.0 0.5080
H 2.20336 2.54779 2.46692 0.0 0.0 0.0 0.3820
H 2.90558 0.25440 4.31297 0.0 0.0 0.0 0.4945
H 3.37316 0.52758 2.63906 0.0 0.0 0.0 0.6996
H 2.94456 -2.23782 3.35385 0.0 0.0 0.0 0.4970
H 1.33570 -2.88982 2.99455 0.1 0.0 0.0 0.3776
H 2.26416 -1.56839 5.62178 0.0 0.0 0.0 0.3555
H 1.27154 -3.01199 5.42860 0.0 0.0 0.0 0.5399
C -3.58494 -0.19768 0.88425 0.0 0.0 0.0 -1.7352
C -2.15553 -0.59184 0.86105 0.0 0.0 0.0 0.4361
N -1.17616 0.22525 0.63549 0.0 0.0 0.0 0.9130
O -1.53113 1.51264 0.30255 0.0 0.0 0.0 -0.4829
C -1.69942 -1.97802 1.03941 0.0 -0.1 0.0 0.3034
C -2.50783 -3.15317 1.46446 0.0 0.0 0.0 -1.4341
N -0.44084 -2.00951 0.75508 0.2 0.1 0.0 0.9786
O 0.49154 -2.86997 0.81076 -0.1 -0.2 0.0 -0.7078
H -3.70097 0.87750 0.97114 0.0 0.0 0.0 0.4731
H -4.10236 -0.69515 1.70414 0.0 0.0 0.0 0.4669
H -4.05355 -0.52551 -0.04828 0.0 0.0 0.0 0.3177
H -0.74989 2.05112 0.48969 0.0 0.0 0.0 0.3466
H -3.56056 -3.00744 1.23203 0.0 0.0 0.0 0.4718
H -2.41710 -3.32741 2.53898 0.0 0.0 0.0 0.2685
H -2.15702 -4.04861 0.95273 0.0 0.0 0.0 0.3535
S 2.45684 0.67144 0.06711 -0.1 0.0 -0.1 -0.3252
C 2.20989 1.02148 -1.64266 0.1 0.0 0.0 0.3994
N 3.15634 1.69413 -2.27318 0.0 0.0 0.0 -0.3832
N 3.11064 2.06405 -3.49324 -0.1 0.0 0.0 -0.0320
C 2.01908 1.97597 -4.43848 0.0 0.0 0.0 0.2401
C 0.98621 2.89619 -4.35020 0.0 0.0 0.0 -0.1362
C -0.04148 2.83411 -5.27648 0.0 0.0 0.0 -0.6874
C -0.02487 1.86323 -6.27166 0.0 0.0 0.0 -0.4738
C 1.02266 0.95823 -6.34993 0.0 0.0 0.0 -0.6184
C 2.06027 1.01293 -5.42885 0.0 0.0 0.0 -0.3240
N 1.13256 0.51423 -2.26581 -0.1 0.0 0.0 -0.0703
N 0.39049 -0.23961 -1.56839 -0.1 -0.2 0.0 0.1287
C -0.77872 -0.72585 -2.24967 0.0 0.0 0.0 0.3544
C -1.06097 -2.08496 -2.20328 0.0 0.0 0.0 -0.3174
C -2.19332 -2.56118 -2.84620 0.0 0.0 0.0 -0.7651
C -3.03466 -1.68342 -3.51801 0.0 0.0 0.0 -0.6159
C -2.73747 -0.32771 -3.56266 0.0 0.0 0.0 -0.9020
C -1.60350 0.15834 -2.93016 0.0 0.0 0.0 0.0181
H 3.95522 2.53076 -3.79930 0.0 0.0 0.1 0.2815
H 0.99776 3.65667 -3.57906 0.0 0.0 0.0 0.4682
H -0.84602 3.55622 -5.23536 0.0 0.0 0.0 0.4361
H -0.82423 1.82568 -6.99949 0.0 0.0 0.0 0.4678
H 1.04147 0.21310 -7.13339 0.0 0.0 0.0 0.4196
H 2.88523 0.31392 -5.47739 0.0 0.0 0.0 0.4697
H -0.37770 -2.76599 -1.70914 0.0 0.0 0.0 0.4616
H -2.40815 -3.62150 -2.83907 0.0 0.0 0.0 0.4930
H -3.91630 -2.05871 -4.02004 0.0 0.0 0.0 0.4596
H -3.38849 0.35275 -4.09512 0.0 0.0 0.0 0.4765
H -1.35247 1.21079 -2.96002 0.0 0.0 0.0 0.5155


Looking at DFT total energy for the records above, in order, we have -94573.3922, -112014.3551 eV.
Looking at ΔE to the lowest compared entry with this formula, charge and spin for the records above, in order, we have 0.0, 0.0 kcal per mole.